1.
Here is a single C23H21N3O4S molecule at a distorted geometry from OMol25. Energies are from wB97M-V/def2-TZVPD.

For the HOMO energy, the calculation gives -0.33922 Ha. The calculation puts the total energy at -47684.971 eV. Its LUMO energy is -0.023 Eh. As for the SMILES: CCOCc1cc(-c2ccccn2)c(C)c2c1C(=O)C=C(CCSc1nnco1)C2=O. As for the energy relative to the best compared isomer or geometry (same formula, charge and spin): 341.0 kJ/mol.

Positions of all 52 atoms, in Å:
C: 2.293 1.920 -2.899
C: 1.325 3.053 -2.481
O: 0.046 2.705 -2.967
C: -1.000 3.122 -2.075
C: -1.063 2.091 -0.954
C: -0.856 2.445 0.354
C: -0.872 1.525 1.371
C: -0.684 1.947 2.807
C: -1.587 2.856 3.320
C: -1.445 3.226 4.645
C: -0.416 2.668 5.378
C: 0.428 1.794 4.732
N: 0.338 1.414 3.467
C: -1.094 0.176 1.106
C: -1.127 -0.922 2.154
C: -1.304 -0.181 -0.223
C: -1.292 0.761 -1.245
C: -1.505 0.274 -2.672
O: -2.126 0.902 -3.506
C: -0.906 -1.077 -2.950
C: -0.907 -1.980 -1.981
C: -0.282 -3.366 -2.150
C: 1.216 -3.128 -2.523
S: 2.312 -4.510 -2.090
C: 2.026 -4.814 -0.393
N: 0.933 -5.178 0.226
N: 1.243 -5.271 1.531
C: 2.490 -5.010 1.708
O: 3.012 -4.698 0.499
C: -1.527 -1.618 -0.647
O: -2.170 -2.431 -0.018
H: 2.335 1.140 -2.132
H: 3.312 2.281 -3.062
H: 1.893 1.508 -3.831
H: 1.376 3.120 -1.385
H: 1.710 3.995 -2.894
H: -1.909 3.082 -2.674
H: -0.803 4.122 -1.673
H: -0.675 3.499 0.552
H: -2.384 3.262 2.708
H: -2.135 3.947 5.070
H: -0.292 2.926 6.422
H: 1.236 1.356 5.319
H: -2.163 -1.211 2.348
H: -0.638 -1.800 1.721
H: -0.578 -0.685 3.061
H: -0.490 -1.255 -3.939
H: -0.346 -3.842 -1.169
H: -0.794 -3.957 -2.910
H: 1.536 -2.186 -2.070
H: 1.252 -2.985 -3.607
H: 3.054 -5.012 2.623

Cartesian forces, eV/Å:
C -0.367 0.300 0.042
C 1.431 -0.857 -0.080
O -0.097 0.819 0.412
C 0.351 -0.917 -0.136
C -0.460 0.660 -0.855
C 0.049 0.993 -0.016
C 0.203 -0.615 1.471
C -0.175 -0.128 -1.873
C -0.037 0.269 0.513
C -0.370 0.336 -0.127
C -0.494 0.471 0.132
C 1.008 -0.566 0.926
N -0.291 0.344 0.313
C -0.103 -0.646 0.109
C 0.266 -0.027 -0.379
C -0.102 -0.623 -0.404
C -0.117 -0.478 -0.700
C -0.094 0.119 -0.098
O 0.431 -0.466 0.456
C -0.206 0.987 -0.011
C 0.092 -0.862 -0.016
C 0.319 1.030 0.704
C -1.258 0.094 0.469
S 0.392 -0.253 -0.350
C -1.156 0.010 0.788
N 0.137 0.227 -1.205
N -0.646 -0.543 2.030
C -1.275 0.074 -1.873
O 2.514 0.562 0.179
C -0.169 0.119 -0.160
O 0.447 0.304 -0.261
H -0.127 -0.001 -0.194
H -0.149 0.012 -0.007
H 0.285 -0.074 0.088
H -0.385 0.156 -0.110
H -0.498 0.048 -0.031
H 0.048 0.280 0.191
H -0.135 -0.056 -0.097
H 0.025 -0.135 0.229
H 0.077 -0.112 -0.018
H 0.098 -0.110 0.120
H 0.164 -0.129 -0.078
H -0.014 0.008 -0.256
H 0.185 0.034 0.180
H -0.162 0.009 0.214
H -0.284 0.204 -0.039
H -0.282 -0.013 0.034
H -0.114 -0.299 -0.372
H 0.050 -0.052 0.157
H 0.253 -0.273 0.066
H 0.515 -0.293 0.122
H 0.229 0.060 -0.201

Mulliken population analysis, charges in e, atoms 1 to 5: number 1, C, carries -1.111; number 2, C, carries -0.096; number 3, O, carries -0.338; number 4, C, carries -0.943; number 5, C, carries 0.442


2.
Here is a single C6N4O molecule at a distorted geometry from OMol25. Energies are from wB97M-V/def2-TZVPD.

For the HOMO energy, the calculation gives -0.38037 Ha. The calculation puts the total energy at -14224.698 eV. Its LUMO energy is -0.055 Eh. As for the SMILES: N#CC#CN=C=NC(=O)C#N. As for the energy relative to the best compared isomer or geometry (same formula, charge and spin): 0.0 kJ/mol.

Positions of all 11 atoms, in Å:
N: -3.814 1.162 0.098
C: -2.938 0.421 0.049
C: -1.853 -0.403 -0.010
C: -1.167 -1.405 -0.050
N: -0.073 -2.168 -0.079
C: 0.951 -1.508 0.008
N: 1.933 -0.825 0.094
C: 2.289 0.498 0.033
O: 3.413 0.899 0.067
C: 1.103 1.347 -0.070
N: 0.156 1.983 -0.142

Cartesian forces, eV/Å:
N -0.334 0.145 0.022
C -0.158 0.612 -0.009
C -0.019 -1.837 -0.048
C -0.619 1.694 0.107
N 0.548 -1.031 -0.068
C 0.415 0.767 -0.050
N -0.246 -1.322 0.148
C 0.935 0.378 -0.072
O -0.507 0.010 -0.022
C 0.366 0.256 0.046
N -0.382 0.329 -0.054

Mulliken population analysis, charges in e, atoms 1 to 5: number 1, N, carries -0.419; number 2, C, carries -0.057; number 3, C, carries -0.320; number 4, C, carries 0.902; number 5, N, carries -0.541


3.
Here is a molecular structure, C32H16AlBr2ClF5N3O3 from OMol25. Energies are from wB97M-V/def2-TZVPD.

For the HOMO energy, the calculation gives -0.28534 Ha. The calculation puts the total energy at -216853.894 eV. Its LUMO energy is -0.045 Eh. As for the energy relative to the best compared isomer or geometry (same formula, charge and spin): 122.1 kJ/mol.

Positions of all 63 atoms, in Å:
Al: -0.425 0.008 0.069
Cl: -0.215 -6.288 3.135
C: -0.377 -4.894 2.115
C: 0.141 -4.936 0.814
C: -0.014 -3.857 -0.019
C: -0.675 -2.686 0.409
O: -0.858 -1.702 -0.426
C: -1.147 -2.642 1.753
C: -1.873 -1.490 2.180
N: -1.838 -0.406 1.484
C: -2.694 0.685 1.594
C: -3.427 1.063 2.690
C: -4.228 2.218 2.646
C: -4.304 2.981 1.515
C: -3.552 2.630 0.371
C: -3.508 3.420 -0.798
C: -2.692 3.055 -1.834
C: -1.913 1.897 -1.707
N: -1.945 1.127 -0.642
C: -2.741 1.477 0.410
C: -0.995 -3.767 2.584
H: 0.662 -5.821 0.475
H: 0.409 -3.857 -1.015
H: -2.530 -1.586 3.046
H: -3.361 0.494 3.608
H: -4.773 2.509 3.534
H: -4.915 3.873 1.488
H: -4.098 4.327 -0.847
H: -2.605 3.657 -2.726
H: -1.222 1.605 -2.487
H: -1.339 -3.729 3.610
C: -1.083 -0.192 -3.904
C: 0.318 -0.535 -3.494
C: 1.170 -1.126 -4.460
C: 2.412 -1.561 -4.106
C: 2.814 -1.470 -2.755
C: 4.041 -1.944 -2.240
Br: 5.324 -2.712 -3.412
C: 4.331 -1.871 -0.905
C: 3.391 -1.322 -0.027
Br: 3.745 -1.257 1.828
C: 2.182 -0.815 -0.466
O: 1.300 -0.304 0.349
C: 1.901 -0.859 -1.864
N: 0.706 -0.348 -2.256
H: -1.084 0.510 -4.739
H: -1.644 0.208 -3.066
H: -1.576 -1.108 -4.234
H: 0.818 -1.212 -5.480
H: 3.079 -1.996 -4.836
H: 5.270 -2.239 -0.518
F: 4.415 3.913 2.903
C: 3.300 3.336 2.441
C: 3.027 3.327 1.084
F: 3.877 3.903 0.229
C: 1.873 2.726 0.623
F: 1.618 2.698 -0.699
C: 0.947 2.115 1.474
O: -0.143 1.557 1.013
C: 1.255 2.147 2.838
F: 0.402 1.574 3.702
C: 2.408 2.738 3.318
F: 2.660 2.752 4.630

Cartesian forces, eV/Å:
Al 0.026 -0.233 0.113
Cl 0.040 -0.077 0.089
C 0.022 0.057 -0.003
C -0.114 0.110 0.050
C 0.034 0.057 -0.037
C -0.034 -0.169 0.236
O 0.289 -0.017 -0.462
C 0.371 -0.204 -0.294
C -0.335 0.181 -0.057
N 0.434 -0.056 0.020
C -0.388 0.270 0.284
C 0.231 -0.161 -0.206
C -0.101 0.140 -0.055
C -0.049 -0.012 0.118
C 0.182 -0.180 -0.007
C 0.105 -0.084 -0.111
C -0.148 0.104 0.087
C 0.094 0.268 0.255
N 0.081 0.036 -0.191
C -0.493 0.263 0.140
C 0.026 0.057 0.045
H 0.003 -0.013 0.013
H -0.090 -0.045 -0.037
H -0.026 0.057 -0.017
H 0.012 -0.008 0.011
H -0.044 -0.002 -0.016
H -0.006 0.011 0.004
H -0.024 0.000 -0.010
H -0.024 -0.014 -0.020
H 0.011 0.558 0.412
H -0.098 -0.025 -0.013
C 0.052 -0.238 0.041
C 0.101 -0.046 -0.090
C 0.176 0.021 0.017
C -0.182 0.059 -0.048
C -0.117 0.212 0.069
C 0.197 -0.111 0.019
Br -0.025 0.003 0.048
C -0.062 0.001 -0.197
C -0.226 0.163 0.180
Br 0.058 -0.035 -0.108
C -0.059 0.019 0.172
O 0.432 -0.357 0.007
C 0.462 -0.159 -0.038
N -0.605 -0.058 0.235
H -0.091 0.057 0.003
H -0.022 -0.623 -0.497
H -0.035 0.028 -0.067
H 0.005 -0.042 -0.004
H 0.005 -0.016 -0.011
H 0.017 -0.019 -0.023
F 0.018 0.036 0.008
C -0.026 -0.079 0.015
C -0.068 -0.037 0.071
F 0.042 0.003 -0.030
C -0.146 -0.121 0.037
F 0.087 0.052 -0.021
C 0.443 0.087 0.040
O -0.331 0.315 0.024
C -0.119 -0.028 -0.159
F 0.032 -0.022 0.044
C -0.022 0.085 -0.118
F 0.020 -0.023 0.039

Mulliken population analysis, charges in e, atoms 1 to 5: number 1, Al, carries -0.487; number 2, Cl, carries -0.239; number 3, C, carries 0.173; number 4, C, carries -0.694; number 5, C, carries -0.418


> Which of these has the lowest HOMO energy?

C6N4O


> Among the records above, which one has the lowest LUMO?

C6N4O